A molecular structure, C20H49AlFINO17S5 in a non-equilibrium geometry. Source: the Open Molecules 2025 dataset; level of theory: the ωB97M-V functional and the def2-TZVPD basis.

Last column: Löwdin charge in e.
CARTESIAN COORDINATES (ANGSTROEM)
O: -1.1631 0.0870 -1.9979  -0.026
C: -1.7706 -0.5576 -3.0312  -0.174
F: -2.5931 0.3299 -3.9336  -0.053
N: -1.6094 -2.0564 -3.2724  0.043
C: -1.2441 -2.7725 -1.9554  -0.328
O: -2.2013 -3.2685 -1.1232  -0.148
Al: 0.7641 -2.9492 -1.3957  0.328
C: 1.8926 -2.0772 -2.9266  -0.404
C: 3.4522 -2.5121 -2.6711  -0.368
C: 4.5087 -2.0374 -3.8306  -0.659
I: 3.6025 -1.2217 -5.6465  0.622
H: -0.7767 -2.1685 -3.9145  0.102
H: 0.9682 -2.2400 0.0052  -0.084
H: 1.2415 -4.4572 -1.2923  -0.077
H: 1.4197 -2.5210 -3.9227  0.022
H: 1.7453 -0.9163 -2.9646  0.048
H: 3.5447 -3.6817 -2.5085  0.102
H: 3.8137 -1.9904 -1.6602  0.114
H: 5.1543 -3.0006 -4.1111  0.058
H: 5.2306 -1.2062 -3.4000  0.050
O: -2.2490 5.8835 0.9790  -0.296
S: -1.8063 6.0340 -0.3910  0.613
O: -2.7143 6.3987 -1.4568  -0.295
O: -0.9890 4.6961 -0.8347  -0.262
C: -1.6140 3.4313 -0.6737  -0.273
C: -2.6123 3.1622 -1.7838  -0.076
C: -0.4287 7.1542 -0.4196  -0.124
H: -2.0858 3.3508 0.3113  0.112
H: -0.8221 2.6759 -0.7147  0.124
H: -3.4702 3.8376 -1.7122  0.069
H: -2.9842 2.1353 -1.7287  0.067
H: -2.1549 3.3238 -2.7652  0.090
H: 0.2923 6.8465 0.3402  0.075
H: -0.8023 8.1555 -0.1983  0.065
H: 0.0218 7.1355 -1.4136  0.076
O: 3.0419 -6.5600 2.0131  -0.287
S: 2.6124 -5.3697 2.7161  0.611
O: 2.6315 -4.0621 2.0970  -0.287
O: 3.3946 -5.2847 4.1429  -0.276
C: 4.8128 -5.3533 4.1475  -0.287
C: 5.4322 -4.0254 3.7546  -0.079
C: 0.9872 -5.6564 3.3717  -0.115
H: 5.1673 -6.1626 3.5004  0.114
H: 5.1176 -5.6010 5.1698  0.117
H: 5.2306 -3.7939 2.7043  0.075
H: 6.5165 -4.0482 3.8943  0.075
H: 5.0127 -3.2093 4.3516  0.082
H: 0.9821 -6.6136 3.8968  0.069
H: 0.2854 -5.6834 2.5364  0.084
H: 0.7298 -4.8400 4.0488  0.062
O: -4.7986 13.4637 0.8483  -0.290
S: -3.8080 13.0452 -0.1208  0.623
O: -4.1282 12.8691 -1.5207  -0.287
O: -3.0718 11.6965 0.4214  -0.270
C: -3.8736 10.5846 0.7914  -0.277
C: -4.3432 9.8115 -0.4264  -0.070
C: -2.4053 14.1273 0.0021  -0.127
H: -4.7200 10.9014 1.4101  0.116
H: -3.2488 9.9315 1.4099  0.123
H: -5.0512 10.4013 -1.0166  0.072
H: -4.8409 8.8847 -0.1277  0.087
H: -3.5003 9.5686 -1.0813  0.082
H: -2.1173 14.2141 1.0516  0.074
H: -2.6961 15.1038 -0.3888  0.075
H: -1.5879 13.7157 -0.5927  0.074
O: 1.3130 0.1492 3.4867  -0.282
S: 0.3152 -0.7656 3.9997  0.616
O: 0.0210 -2.0251 3.3513  -0.284
O: -1.0802 0.0443 4.2274  -0.272
C: -1.6246 0.7817 3.1430  -0.281
C: -2.3384 -0.1264 2.1596  -0.065
C: 0.6676 -1.0843 5.7108  -0.128
H: -0.8499 1.3740 2.6447  0.114
H: -2.3471 1.4872 3.5669  0.120
H: -1.6289 -0.7792 1.6421  0.077
H: -2.8695 0.4616 1.4058  0.076
H: -3.0543 -0.7731 2.6770  0.084
H: 0.8275 -0.1326 6.2215  0.070
H: 1.5714 -1.6937 5.7622  0.072
H: -0.1725 -1.6251 6.1502  0.071
O: 1.3192 -6.6703 -3.1690  -0.301
S: 0.5487 -7.5944 -2.3641  0.597
O: 0.9051 -7.9051 -0.9967  -0.290
O: 0.3646 -8.9888 -3.1867  -0.275
C: 1.5218 -9.6436 -3.6849  -0.286
C: 2.2382 -10.4107 -2.5896  -0.082
C: -1.1538 -7.0904 -2.3995  -0.115
H: 2.1942 -8.9310 -4.1743  0.115
H: 1.1848 -10.3482 -4.4526  0.118
H: 2.6759 -9.7283 -1.8546  0.074
H: 3.0441 -11.0200 -3.0080  0.075
H: 1.5414 -11.0614 -2.0516  0.082
H: -1.4488 -6.9161 -3.4361  0.075
H: -1.2456 -6.1681 -1.8235  0.065
H: -1.7642 -7.8746 -1.9480  0.071

As for the charge: -1. The value obtained for the total energy is -4756.038370 a.u. Its HOMO energy is -5.239 eV. As for the LUMO energy: 1.60 eV.